Entry 1:
This record from the OMol25 dataset describes a molecular structure, C5H11NO2 in a non-equilibrium geometry. The level of theory is the ωB97M-V functional and the def2-TZVPD basis.

DFT total energy: -10946.09203 eV
Charge: 0
Energy relative to the best compared isomer or geometry (same formula, charge and spin): 73.2 kcal per mole
Kohn-Sham gap: 0.33445 Eh
HOMO: -8.42 eV
2S+1: 1

The geometry in XYZ format:
```
19
Properties=species:S:1:pos:R:3:forces:R:3:mulliken_charge:R:1
C 0.2609 -0.4366 0.6842 -0.6 -0.2 -0.6 0.983
C -0.8895 -1.3299 0.3911 0.0 0.5 0.3 -1.130
C 1.5795 -0.8093 0.0576 -0.2 0.3 -0.3 -1.438
C -1.1208 0.0800 -0.1028 0.5 -0.8 0.9 1.125
N 0.3990 0.1414 1.9533 -0.2 -0.3 0.7 -0.660
C -1.1698 0.4900 -1.4796 0.9 0.4 -0.9 -0.440
O -1.9665 0.7840 0.7767 -0.1 0.0 -0.3 -0.558
O -0.5429 0.0303 -2.4195 -0.6 -0.2 0.6 -0.498
H -2.1141 1.6755 0.4397 0.1 0.0 0.1 0.309
H 1.4091 1.3138 -1.9981 1.0 0.9 0.7 -0.195
H 1.9150 1.7571 -1.5877 -0.9 -0.7 -0.8 0.184
H -0.4961 0.3934 2.3613 0.3 0.1 0.0 0.285
H 1.0370 0.9243 1.9634 -0.1 0.0 -0.1 0.240
H -1.7535 1.4299 -1.6150 -0.1 -0.1 -0.1 0.188
H -0.7373 -2.0750 -0.3758 0.1 0.0 -0.1 0.297
H -1.5389 -1.6270 1.2064 -0.1 0.0 0.0 0.279
H 1.4625 -0.9984 -1.0047 0.1 0.0 -0.1 0.354
H 2.3239 -0.0291 0.2031 0.0 0.1 -0.1 0.393
H 1.9428 -1.7146 0.5463 -0.1 0.0 0.0 0.282
```
Forces are in eV/Å.

---

Entry 2:
This record from the OMol25 dataset describes 3 unconnected molecules or ions with the total composition C5H11NO2 in a non-equilibrium geometry. The level of theory is the ωB97M-V functional and the def2-TZVPD basis.

DFT total energy: -10940.96824 eV
Charge: 0
Energy relative to the best compared isomer or geometry (same formula, charge and spin): 191.4 kcal per mole
Kohn-Sham gap: 0.15546 Eh
HOMO: -8.76 eV
2S+1: 1

The geometry in XYZ format:
```
19
Properties=species:S:1:pos:R:3:forces:R:3:mulliken_charge:R:1
C -0.6842 1.4366 -0.0381 0.6 0.1 -0.3 -1.334
C -0.1390 0.0284 -0.3392 -0.1 -0.9 3.8 0.525
N 1.0147 -0.3926 0.4315 -4.3 -1.2 -1.0 -0.107
C 3.5373 0.1049 -0.2961 -1.1 0.4 0.7 -0.949
C -0.4349 -0.9744 0.7933 2.9 1.9 -0.1 -0.636
C -3.3678 -0.6983 -0.1574 0.0 0.2 1.3 0.121
O -3.2044 -0.2818 1.0440 0.0 -0.8 -2.9 -0.605
O -2.6266 -0.6054 -1.1974 -0.3 -0.1 1.5 -0.549
H -1.1990 1.8246 -0.9007 0.2 0.0 -0.5 0.310
H 3.3528 -0.6367 -1.0360 0.0 -0.6 -0.8 0.283
H 0.1228 2.0572 0.3102 0.5 0.6 -0.4 0.439
H -0.1240 -0.3371 -1.3374 0.1 0.2 -1.3 0.438
H -1.3860 1.4434 0.7519 -0.9 -0.7 0.8 0.363
H 2.7200 0.8460 -0.3876 0.9 0.0 -0.1 0.147
H 4.5241 0.5066 -0.3976 0.4 0.3 0.0 0.320
H 3.3468 -0.3877 0.6562 0.6 0.2 0.1 0.255
H -0.7694 -0.6019 1.7845 -0.3 -0.1 -1.1 0.290
H -0.3469 -2.0447 0.6581 -0.2 -0.1 0.2 0.328
H -4.3362 -1.2870 -0.3422 0.7 0.6 0.1 0.362
```
Forces are in eV/Å.

---

Entry 3:
This record from the OMol25 dataset describes C5H11NO2 in the gas phase in a non-equilibrium geometry. The level of theory is the ωB97M-V functional and the def2-TZVPD basis.

DFT total energy: -10946.65532 eV
Charge: 0
Energy relative to the best compared isomer or geometry (same formula, charge and spin): 60.2 kcal per mole
Kohn-Sham gap: 0.35024 Eh
HOMO: -8.74 eV
2S+1: 1
SMILES string: CCN[C@H](C=O)CO

The geometry in XYZ format:
```
19
Properties=species:S:1:pos:R:3:forces:R:3:mulliken_charge:R:1
C -0.0312 -1.7137 0.5357 -0.4 2.5 1.9 -0.122
N 0.5553 -0.3152 0.2487 -0.4 -1.5 -0.6 -0.403
C -0.4228 0.7599 0.2219 0.6 1.9 -1.1 0.013
C 0.3996 2.1335 0.1648 -0.9 0.2 -1.0 -0.510
O -0.5227 3.1505 -0.2243 -1.9 -1.7 0.1 -0.519
C -1.4114 0.8160 -0.9588 0.2 0.6 0.4 -0.184
O -1.3052 0.0833 -1.8868 0.0 -1.0 -1.3 -0.483
C 0.9450 -2.7930 0.2431 2.2 2.5 -3.3 -1.333
H -0.2686 -1.7192 1.6451 0.5 0.1 -1.0 0.255
H -1.0273 -1.8047 0.1074 0.1 -0.3 -0.7 0.301
H 1.1345 -0.3396 -0.6416 -1.3 0.1 1.4 0.318
H -1.1699 0.8237 1.0232 0.8 -0.4 0.8 0.310
H 1.2221 2.0706 -0.5788 -0.3 -0.3 0.5 0.335
H 0.7459 2.4442 1.1202 0.8 -0.4 0.9 0.315
H -0.2918 4.0207 -0.4730 1.4 1.0 -0.2 0.271
H -2.2341 1.5798 -0.9372 0.5 -0.4 0.3 0.382
H 1.9826 -2.4773 0.5701 -1.1 -0.3 -0.5 0.288
H 0.7473 -3.6663 0.6920 -1.0 -3.1 1.9 0.496
H 0.9528 -3.0533 -0.8717 0.3 0.6 1.3 0.269
```
Forces are in eV/Å.

---

Entry 4:
This record from the OMol25 dataset describes 2 unconnected molecules or ions with the total composition C5H11NO2 in a non-equilibrium geometry. The level of theory is the ωB97M-V functional and the def2-TZVPD basis.

DFT total energy: -10944.55610 eV
Charge: 0
Energy relative to the best compared isomer or geometry (same formula, charge and spin): 108.6 kcal per mole
Kohn-Sham gap (alpha / beta): 0.29768 / 0.29761 Eh
HOMO (alpha / beta): -7.43 / -7.43 eV
2S+1: 1

The geometry in XYZ format:
```
19
Properties=species:S:1:pos:R:3:forces:R:3:mulliken_charge:R:1
C -1.2461 -1.0839 1.0910 -1.1 0.3 -0.2 -0.371
C 1.0850 -0.9609 -0.9006 0.0 0.4 -0.2 -1.082
C 1.7322 0.5644 0.8149 -0.1 0.3 -0.3 -1.194
N 0.6342 -0.1375 0.1920 -0.5 0.0 0.0 0.122
C -1.2245 0.8093 -0.2723 1.2 0.4 0.2 0.766
C -1.8405 -0.4315 0.0387 0.3 -1.1 0.4 -0.677
O -1.2200 1.3204 -1.5306 0.0 -0.2 0.3 -0.567
O -1.2197 1.7809 0.6544 0.1 -0.1 -0.2 -0.475
H -0.6686 2.5086 0.3344 0.0 0.0 0.0 0.371
H -1.1711 0.5935 -2.1636 0.0 0.0 0.0 0.384
H -1.3716 -2.1523 1.2175 -0.1 -0.1 0.0 0.323
H -0.8928 -0.5533 1.9603 0.2 0.0 -0.1 0.139
H -2.3076 -0.9723 -0.7741 0.0 -0.1 0.0 0.354
H 1.8320 -1.7078 -0.5924 -0.1 0.1 0.0 0.333
H 0.2316 -1.4979 -1.3313 0.0 0.0 0.0 0.314
H 1.5464 -0.3640 -1.7076 0.0 -0.1 0.0 0.287
H 2.5108 -0.1172 1.1902 -0.1 0.0 -0.1 0.333
H 1.3623 1.1428 1.6659 0.0 0.0 0.0 0.296
H 2.2282 1.2587 0.1129 0.1 0.0 0.1 0.343
```
Forces are in eV/Å.

---

Entry 5:
This record from the OMol25 dataset describes a molecular structure, C5H11NO2 in a non-equilibrium geometry. The level of theory is the ωB97M-V functional and the def2-TZVPD basis.

DFT total energy: -10939.60348 eV
Charge: 0
Energy relative to the best compared isomer or geometry (same formula, charge and spin): 222.8 kcal per mole
Kohn-Sham gap: 0.35413 Eh
HOMO: -9.17 eV
2S+1: 1

The geometry in XYZ format:
```
19
Properties=species:S:1:pos:R:3:forces:R:3:mulliken_charge:R:1
C -1.6142 -0.4205 -1.1804 -1.1 0.2 1.5 -0.944
C -0.3060 -0.0921 -0.3050 1.8 -2.0 -1.1 1.551
C 0.8808 -0.8972 -0.9867 -1.7 -3.8 0.7 -1.486
C 0.3927 1.1830 -0.4308 3.1 4.7 0.3 -1.018
C -0.0804 -0.2624 3.2977 -2.5 2.1 -1.0 -0.350
H -1.1836 -1.0269 -2.3337 -2.1 2.4 3.9 0.238
H -2.1865 0.7161 -1.1704 1.2 -3.6 -0.9 0.259
H -2.4085 -1.2262 -0.3850 2.7 2.5 -2.9 0.249
H 0.7256 -0.9796 -2.1177 0.3 -0.1 1.9 0.334
H 0.7884 -1.9085 -0.4214 0.6 1.1 -1.5 0.346
H 1.8321 -0.4349 -0.7736 0.2 -0.7 0.0 0.361
H 0.0634 2.1049 0.2914 0.2 -1.9 -2.3 0.224
H 1.6273 1.0411 -0.1783 -3.9 0.7 0.4 0.316
H 1.6566 1.5246 -1.9843 -5.6 -0.1 -0.4 0.403
H 0.8638 -0.2363 3.8433 -0.9 0.2 1.1 0.317
H -1.2583 0.1019 3.5947 3.4 -1.7 -0.4 0.225
N 0.2891 -0.2482 2.0758 2.8 -0.7 0.3 -0.600
O 0.5025 1.4495 -1.9492 5.0 0.8 2.4 -0.487
O -0.5849 -0.3883 1.1133 -3.5 0.0 -1.9 0.061
```
Forces are in eV/Å.

---

Entry 6:
This record from the OMol25 dataset describes C5H11NO2 in the gas phase in a non-equilibrium geometry. The level of theory is the ωB97M-V functional and the def2-TZVPD basis.

DFT total energy: -10948.30059 eV
Charge: 0
Energy relative to the best compared isomer or geometry (same formula, charge and spin): 22.3 kcal per mole
Kohn-Sham gap: 0.34985 Eh
HOMO: -8.71 eV
2S+1: 1
SMILES string: CCN(C)CC(=O)O

The geometry in XYZ format:
```
19
Properties=species:S:1:pos:R:3:forces:R:3:mulliken_charge:R:1
C -1.7947 1.0152 1.3476 0.2 -0.5 0.6 -1.272
C -1.2691 -0.2725 0.7252 -0.4 0.3 -0.3 -0.425
N 0.0724 -0.0840 0.2016 0.5 -0.2 -0.3 0.056
C 1.1283 -0.4083 1.1436 0.1 1.0 0.2 -1.038
C 0.2919 -0.7049 -1.1091 -1.2 -0.1 0.9 -0.562
C 1.4140 -0.0179 -1.8320 0.4 0.1 -0.7 0.520
O 0.9368 0.5320 -2.9766 0.0 0.4 0.0 -0.463
O 2.5690 0.0742 -1.5173 -0.2 0.0 0.2 -0.552
H -1.2013 1.3038 2.2088 0.2 -0.1 0.3 0.305
H -2.8160 0.8853 1.7006 -0.1 0.1 -0.1 0.388
H -1.7008 1.8365 0.6688 -0.2 0.4 -0.6 0.327
H -1.8930 -0.5336 -0.1368 -0.2 0.0 0.3 0.374
H -1.3704 -1.0828 1.4653 0.3 -0.1 -0.2 0.294
H 2.0664 0.0030 0.7739 0.1 -0.3 -0.1 0.324
H 1.2495 -1.4845 1.3340 -0.1 0.0 0.1 0.379
H 0.9394 0.1611 2.0621 -0.1 -0.5 0.0 0.300
H -0.6173 -0.5502 -1.6933 0.2 0.0 0.0 0.309
H 0.3860 -1.7926 -1.0004 0.6 -0.1 -0.3 0.393
H 1.6088 1.1199 -3.3660 0.0 -0.4 0.2 0.344
```
Forces are in eV/Å.

---

Entry 7:
This record from the OMol25 dataset describes 2 unconnected molecules or ions with the total composition C5H11NO2 in a non-equilibrium geometry. The level of theory is the ωB97M-V functional and the def2-TZVPD basis.

DFT total energy: -10947.46896 eV
Charge: 0
Energy relative to the best compared isomer or geometry (same formula, charge and spin): 41.5 kcal per mole
Kohn-Sham gap: 0.32304 Eh
HOMO: -8.31 eV
2S+1: 1
SMILES string: C=C(N)CCC=O.O

The geometry in XYZ format:
```
19
Properties=species:S:1:pos:R:3:forces:R:3:mulliken_charge:R:1
O -0.1228 -3.0250 1.9250 0.3 -0.1 0.0 -0.481
C 0.4169 -1.9619 1.7678 -0.8 0.1 -0.1 -0.123
C -0.3307 -0.6504 1.9408 0.9 -0.3 -0.5 -0.582
C 0.2297 0.4648 1.0616 -0.4 -0.8 -0.9 -0.633
C -0.2123 0.3895 -0.3906 -1.0 0.4 0.5 0.727
C -0.4211 -0.7304 -1.0856 1.0 -0.2 0.4 -1.067
N -0.5784 1.6481 -0.8811 0.7 0.1 -0.6 -0.529
H 1.4784 -1.8893 1.4620 0.1 0.0 0.1 0.368
H -1.3722 -0.8385 1.6929 -0.1 0.0 0.3 0.341
H -0.1984 -0.3867 2.9898 -0.2 0.1 0.2 0.364
H -0.1145 1.4043 1.4333 0.0 0.7 0.4 0.322
H 1.3156 0.4469 0.9980 0.3 0.1 0.5 0.297
H -0.4591 -0.7145 -2.1566 -0.6 0.1 -0.4 0.287
H -0.2933 -1.6971 -0.6272 0.0 -0.1 0.0 0.220
H -0.6392 1.6724 -1.8914 -0.2 0.0 0.0 0.261
H 0.0546 2.3964 -0.6248 0.0 0.0 0.2 0.247
H 1.0578 1.9670 -3.6976 -0.2 0.1 0.4 0.310
H 1.1323 3.4261 -3.9361 -0.3 0.1 0.4 0.312
O 0.7474 2.7987 -3.3019 0.6 -0.2 -0.9 -0.642
```
Forces are in eV/Å.

---

Entry 8:
This record from the OMol25 dataset describes C5H11NO2 in the gas phase in a non-equilibrium geometry. The level of theory is the ωB97M-V functional and the def2-TZVPD basis.

DFT total energy: -10944.43921 eV
Charge: 0
Energy relative to the best compared isomer or geometry (same formula, charge and spin): 111.3 kcal per mole
Kohn-Sham gap (alpha / beta): 0.28633 / 0.28628 Eh
HOMO (alpha / beta): -8.07 / -8.07 eV
2S+1: 1

The geometry in XYZ format:
```
19
Properties=species:S:1:pos:R:3:forces:R:3:mulliken_charge:R:1
C -0.2677 -1.1383 -0.8081 -0.3 -1.9 -1.7 -0.185
C -1.0218 -1.0829 1.1314 0.6 0.8 -1.0 -0.994
C 0.9070 0.5017 1.0213 -0.1 0.1 -0.7 -0.312
C 1.5891 1.5863 0.1939 0.1 0.0 0.2 -1.246
C -0.4944 0.1200 0.5157 -1.0 1.1 2.2 1.014
O -1.4874 -1.5978 -1.3076 0.1 0.2 0.1 -0.480
O 0.3961 -0.3626 -1.7421 -0.3 -0.4 0.7 -0.524
N -1.2548 1.0695 -0.0404 0.8 -0.5 0.0 -0.909
H -0.0574 0.4997 -1.7735 -0.2 0.3 0.3 0.429
H -1.5847 -1.2996 -2.2216 0.2 0.0 0.0 0.325
H 0.4123 -1.9641 -0.5826 -0.1 0.2 0.2 0.400
H -2.1784 0.6976 -0.2638 0.0 0.0 0.2 0.242
H -2.0862 -1.1295 1.3402 0.0 -0.3 -0.7 0.289
H -0.4391 -1.9492 1.4200 0.3 0.4 0.2 0.308
H 1.5238 -0.3980 1.0772 0.1 0.0 0.1 0.278
H 0.7622 0.8559 2.0443 -0.1 -0.1 0.0 0.373
H 2.4053 2.0232 0.7708 0.0 0.0 -0.1 0.405
H 0.8778 2.3766 -0.0417 0.0 0.0 0.0 0.325
H 1.9980 1.1916 -0.7333 0.0 0.0 0.0 0.260
```
Forces are in eV/Å.